{"formula": "C38H95N19O19", "method": "the ωB97M-V functional and the def2-TZVPD basis", "elements": ["O", "C", "N", "C", "H", "H", "H", "H", "H", "O", "C", "N", "C", "H", "H", "H", "H", "H", "O", "C", "N", "C", "H", "H", "H", "H", "H", "O", "C", "N", "C", "H", "H", "H", "H", "H", "O", "C", "N", "C", "H", "H", "H", "H", "H", "O", "C", "N", "C", "H", "H", "H", "H", "H", "O", "C", "N", "C", "H", "H", "H", "H", "H", "O", "C", "N", "C", "H", "H", "H", "H", "H", "O", "C", "N", "C", "H", "H", "H", "H", "H", "O", "C", "N", "C", "H", "H", "H", "H", "H", "O", "C", "N", "C", "H", "H", "H", "H", "H", "O", "C", "N", "C", "H", "H", "H", "H", "H", "O", "C", "N", "C", "H", "H", "H", "H", "H", "O", "C", "N", "C", "H", "H", "H", "H", "H", "O", "C", "N", "C", "H", "H", "H", "H", "H", "O", "C", "N", "C", "H", "H", "H", "H", "H", "O", "C", "N", "C", "H", "H", "H", "H", "H", "O", "C", "N", "C", "H", "H", "H", "H", "H", "O", "C", "N", "C", "H", "H", "H", "H", "H"], "positions_angstrom": [[18.915, 13.341, 7.696], [19.390, 14.307, 8.267], [20.471, 14.936, 7.832], [18.966, 14.647, 9.635], [20.855, 14.558, 6.978], [20.990, 15.635, 8.344], [18.235, 15.453, 9.695], [19.772, 14.997, 10.280], [18.590, 13.651, 9.866], [20.667, 11.527, 11.435], [21.862, 11.607, 11.050], [22.497, 10.504, 10.596], [22.572, 12.944, 11.143], [22.011, 9.664, 10.875], [23.502, 10.547, 10.502], [23.245, 12.887, 10.287], [23.106, 13.191, 12.060], [21.914, 13.760, 10.844], [17.246, 8.593, 9.270], [17.570, 9.642, 8.828], [18.614, 10.322, 9.349], [16.678, 10.337, 7.806], [18.871, 11.228, 8.984], [19.293, 9.906, 9.971], [17.098, 10.392, 6.802], [16.377, 11.335, 8.123], [15.773, 9.730, 7.761], [10.611, 11.141, 11.556], [11.431, 11.565, 10.808], [11.498, 12.888, 10.530], [12.472, 10.734, 10.129], [10.881, 13.485, 11.062], [12.133, 13.160, 9.793], [13.090, 11.381, 9.506], [11.889, 9.986, 9.590], [13.067, 10.354, 10.959], [21.909, 12.919, 17.390], [22.473, 12.812, 16.300], [23.726, 13.344, 16.161], [21.718, 12.346, 15.014], [24.100, 13.691, 15.289], [24.189, 13.741, 16.966], [20.630, 12.283, 15.030], [22.152, 11.402, 14.682], [21.950, 13.087, 14.248], [16.970, 9.142, 13.388], [17.882, 8.434, 12.898], [18.758, 8.999, 12.169], [17.928, 6.938, 13.002], [18.793, 9.991, 11.986], [19.393, 8.352, 11.723], [18.750, 6.587, 12.378], [17.029, 6.502, 12.566], [18.068, 6.584, 14.023], [10.744, 15.122, 12.457], [9.962, 15.702, 13.194], [9.197, 15.053, 14.074], [10.010, 17.199, 13.268], [8.359, 15.584, 14.261], [9.362, 14.066, 14.217], [9.077, 17.575, 13.689], [10.295, 17.393, 12.235], [10.798, 17.437, 13.982], [8.686, 15.260, 7.977], [9.509, 14.557, 7.437], [9.044, 13.413, 6.907], [11.018, 14.866, 7.394], [8.063, 13.174, 6.920], [9.792, 12.802, 6.611], [11.406, 14.571, 8.369], [11.089, 15.951, 7.321], [11.579, 14.382, 6.593], [17.467, 11.551, 15.123], [17.072, 12.351, 15.951], [16.174, 11.991, 16.874], [17.703, 13.727, 16.240], [16.044, 12.529, 17.718], [15.655, 11.157, 16.640], [17.507, 14.455, 15.453], [18.769, 13.603, 16.427], [17.302, 14.112, 17.178], [21.533, 17.461, 16.863], [22.039, 16.831, 15.929], [23.348, 16.668, 15.838], [21.104, 16.066, 14.939], [23.611, 16.277, 14.945], [24.076, 17.085, 16.400], [20.295, 16.744, 14.663], [20.700, 15.226, 15.505], [21.697, 15.719, 14.094], [17.516, 18.779, 11.244], [18.673, 18.318, 11.101], [19.362, 18.409, 10.065], [19.304, 17.569, 12.246], [18.876, 18.840, 9.291], [20.187, 17.827, 10.017], [18.731, 16.669, 12.472], [19.402, 18.093, 13.197], [20.274, 17.102, 12.075], [19.302, 7.559, 16.887], [18.563, 8.530, 16.691], [18.994, 9.558, 16.099], [17.100, 8.503, 16.995], [18.327, 10.102, 15.570], [19.992, 9.653, 16.221], [16.552, 8.329, 16.069], [16.888, 9.464, 17.463], [16.683, 7.905, 17.805], [13.925, 13.556, 8.482], [14.737, 14.479, 8.492], [16.064, 14.121, 8.367], [14.307, 15.896, 8.465], [16.313, 13.149, 8.480], [16.743, 14.848, 8.193], [14.995, 16.490, 7.863], [14.221, 16.302, 9.472], [13.333, 16.080, 8.011], [12.599, 11.057, 15.435], [12.578, 12.172, 14.959], [11.842, 12.564, 13.919], [13.297, 13.298, 15.621], [11.948, 13.543, 13.697], [11.333, 11.887, 13.368], [13.440, 13.172, 16.694], [12.685, 14.199, 15.595], [14.205, 13.579, 15.088], [13.067, 18.271, 12.992], [13.964, 17.425, 13.029], [14.946, 17.653, 12.210], [13.978, 16.206, 13.950], [15.762, 17.082, 12.042], [14.974, 18.498, 11.657], [13.170, 16.229, 14.681], [14.953, 16.157, 14.435], [13.897, 15.339, 13.294], [16.181, 14.334, 12.082], [16.277, 13.114, 12.355], [17.440, 12.613, 12.653], [15.051, 12.232, 12.222], [17.422, 11.622, 12.852], [18.313, 13.118, 12.616], [14.722, 11.815, 13.174], [15.192, 11.397, 11.535], [14.143, 12.810, 12.048], [23.285, 9.290, 15.165], [22.469, 8.427, 15.094], [22.234, 7.677, 16.099], [21.561, 8.237, 13.901], [21.448, 7.051, 15.995], [22.851, 7.634, 16.897], [21.180, 9.175, 13.496], [20.663, 7.671, 14.147], [22.134, 7.934, 13.024], [14.137, 9.563, 19.780], [13.650, 9.475, 18.668], [13.259, 10.556, 18.090], [13.483, 8.104, 17.922], [13.289, 11.433, 18.591], [13.162, 10.564, 17.085], [14.498, 7.760, 17.722], [13.046, 8.056, 16.924], [12.906, 7.420, 18.544], [12.528, 7.815, 12.336], [13.726, 8.075, 12.368], [14.190, 9.071, 13.115], [14.700, 7.259, 11.560], [13.545, 9.583, 13.699], [15.183, 9.259, 13.141], [15.689, 7.678, 11.375], [14.173, 7.187, 10.608], [14.852, 6.280, 12.013]], "relative_energy_ev": 5.659, "e_homo_ev": -8.713, "total_charge": 0, "max_force_ev_per_a": 8.140, "gap_ev": 7.7295, "e_tot_ha": -3975.16242}